{"formula": "C17H17BrGa", "method": "ωB97M-V/def2-TZVPD", "species": ["C", "C", "C", "H", "C", "C", "H", "H", "H", "H", "Ga", "Br", "C", "C", "C", "H", "C", "C", "H", "H", "H", "H", "C", "C", "C", "C", "C", "C", "C", "H", "H", "H", "H", "H", "H", "H"], "coordinates": [[-0.5826, 0.2001, -3.4737], [0.1186, 1.2835, -2.9467], [1.4283, 0.8052, -2.4783], [-0.1949, 2.3244, -2.9127], [1.3947, -0.6568, -2.6716], [0.1875, -0.9880, -3.2915], [-0.1105, -1.9751, -3.6420], [-1.5437, 0.2419, -3.9854], [2.3401, 1.4078, -2.4806], [2.2118, -1.3241, -2.3981], [0.9971, 0.7253, -0.4388], [-0.3289, 2.3876, 0.3283], [-2.9240, -0.6756, 0.5254], [-2.8974, -1.7903, -0.3672], [-3.3961, -1.3511, -1.6306], [-2.5377, -2.7897, -0.1251], [-3.7312, 0.0336, -1.5191], [-3.4396, 0.4485, -0.1849], [-3.5576, 1.4528, 0.2119], [-2.6111, -0.6801, 1.5701], [-3.5098, -1.9696, -2.5184], [-4.1161, 0.6632, -2.3169], [0.8926, -0.8704, 0.7605], [1.6398, -0.3600, 1.9536], [2.8404, 0.3641, 1.7634], [3.2744, 1.2410, 2.7633], [2.5895, 1.3041, 3.9849], [1.5481, 0.4015, 4.2486], [1.0775, -0.4352, 3.2391], [-0.1602, -1.0958, 0.9813], [1.3524, -1.7256, 0.2672], [3.3970, 0.2544, 0.8242], [4.1404, 1.8856, 2.5855], [2.8945, 2.0163, 4.7533], [1.0848, 0.3546, 5.2354], [0.2318, -1.1078, 3.3857]], "mulliken_charge": [-0.303, -1.023, 0.203, 0.462, -0.879, -0.481, 0.403, 0.432, 0.586, 0.487, 0.165, -0.351, -0.541, -0.651, -0.621, 0.376, -0.559, -0.584, 0.445, 0.459, 0.416, 0.439, -0.496, 0.602, -0.555, -0.453, -0.533, -0.328, -0.568, 0.102, 0.427, 0.501, 0.353, 0.351, 0.348, 0.369], "charge": -1, "gap_ev": 4.82, "relative_energy_kcal_mol": 4.6, "e_homo_ev": -2.50, "energy_ha": -5156.773069, "lumo_ha": 0.0852, "mol_weight_g_mol": 370.95}